This record from the Open Molecules 2025 dataset describes a molecular structure, C13H9N7O11SSeW. The level of theory is the ωB97M-V functional and the def2-TZVPD basis.

Element x y z (Å)
W1 -1.1190 0.7105 0.0577
N1 -2.2221 4.7120 1.5621
C1 -1.7771 3.4483 1.4537
S1 -0.3852 3.1266 0.4209
N2 -2.3444 2.5027 2.1447
N3 -1.9154 1.2422 1.8394
C2 -2.1274 0.2600 2.7371
C3 -1.8518 -1.0438 2.3159
C4 -2.0278 -2.1837 3.1351
C5 -1.8265 -3.4317 2.6229
C6 -1.4204 -3.5589 1.2780
C7 -1.2055 -2.4257 0.5388
N4 -1.4023 -1.1716 1.0047
H1 -1.6931 5.4501 1.1328
H2 -2.8808 4.9228 2.2937
H3 -2.5345 0.4953 3.7092
H4 -2.3309 -2.0254 4.1574
H5 -1.9805 -4.3082 3.2328
H6 -1.2558 -4.5296 0.8418
H7 -0.8750 -2.4832 -0.4966
O1 -4.0620 0.2888 -2.6478
Se1 -2.9917 0.3917 -1.5281
O2 -1.6707 -0.5663 -1.6135
O3 -3.4293 0.1150 -0.0059
O4 -2.2194 1.8129 -1.2171
O5 5.9030 -1.0761 -2.9848
N5 5.2393 -1.4253 -2.0369
O6 5.5579 -2.2820 -1.2452
C8 3.9660 -0.7689 -1.8301
C9 3.2096 -1.1135 -0.7173
C10 2.0111 -0.4407 -0.4861
C11 1.4675 0.4696 -1.4574
O7 0.2536 0.9064 -1.2892
C12 2.2940 0.8035 -2.5491
C13 3.5422 0.2129 -2.7191
N6 1.8440 1.7954 -3.5019
O8 0.6613 2.0443 -3.5476
O9 2.6941 2.3174 -4.1864
N7 1.2736 -0.6422 0.6538
O10 0.5629 0.4461 1.1167
O11 1.3325 -1.6556 1.3714
H8 3.5661 -1.8500 -0.0120
H9 4.1698 0.5080 -3.5486

Total energy, a.u.: -4578.057784
HOMO energy (spin up / spin down), eV: -7.7 / -7.6
LUMO energy (spin up / spin down), eV: -2.3 / -2.4
Strongest force on any atom, eV/Å: 4.1
ΔE to the lowest compared entry with this formula, charge and spin, kcal/mol: 46.5
Total charge: 0

Mulliken atomic charge list, values in e, 4 entries: 0.896 -0.390 0.737 -0.444


This record from the Open Molecules 2025 dataset describes C14H10BNO3 in the gas phase. The level of theory is the ωB97M-V functional and the def2-TZVPD basis.

Element x y z (Å)
C1 3.8342 -1.8690 -1.5307
C2 2.9005 -1.1241 -1.6154
C3 1.6274 -0.5311 -1.4359
C4 1.4176 0.4819 -0.5765
B1 2.5453 1.1492 0.3302
C5 3.7353 1.9313 -0.3120
O1 2.4126 0.9779 1.6892
C6 -0.0029 0.9489 -0.4766
O2 -0.2870 2.1136 -0.3892
C7 -1.0235 -0.1476 -0.5520
C8 -2.2212 -0.0985 0.3292
C9 -2.2341 -0.9064 1.4562
C10 -3.3546 -0.8787 2.2612
C11 -4.4038 -0.0547 1.9122
C12 -4.2790 0.7157 0.7727
N1 -3.2107 0.7252 -0.0261
C13 -0.7944 -1.1462 -1.4013
C14 0.4581 -1.0802 -2.2026
O3 0.5233 -1.3855 -3.3636
H1 4.6888 -2.4894 -1.6146
H2 3.4074 2.8930 -0.7016
H3 4.1330 1.3385 -1.1337
H4 4.5408 2.0588 0.4051
H5 2.2156 0.0509 1.8682
H6 -1.3773 -1.5235 1.6694
H7 -3.3947 -1.4961 3.1453
H8 -5.2955 -0.0227 2.5147
H9 -5.1045 1.3581 0.4947
H10 -1.4567 -1.9895 -1.5163

Total energy, a.u.: -844.761192
HOMO energy, eV: -9.6
LUMO energy, eV: -1.1
Strongest force on any atom, eV/Å: 0.9
ΔE to the lowest compared entry with this formula, charge and spin, kcal/mol: 91.7
SMILES: C#CC1=C(B(C)O)C(=O)C(c2ccccn2)=CC1=O
Total charge: 0

Mulliken atomic charge list, values in e, 4 entries: -0.155 -1.218 1.160 0.268


This record from the Open Molecules 2025 dataset describes C14H10BNO3 in the gas phase. The level of theory is the ωB97M-V functional and the def2-TZVPD basis.

Element x y z (Å)
C1 -1.6782 -2.6361 4.0725
C2 -1.8778 -2.2091 2.7249
C3 -1.6834 -1.2482 1.3703
C4 -0.7046 -1.6598 0.2859
B1 0.2144 -3.0410 0.3545
C5 -0.5245 -4.5133 0.3474
O1 1.7028 -2.8374 0.4565
C6 -0.5778 -0.5827 -0.9874
O2 -0.5059 -0.9972 -2.2551
C7 -0.6030 1.0238 -0.5229
C8 0.4421 2.1303 -1.2179
C9 1.7506 2.5287 -0.3201
C10 2.7814 3.6588 -0.9845
C11 2.3675 4.2579 -2.4846
C12 0.9969 3.6578 -3.1513
N1 0.0606 2.6301 -2.5810
C13 -1.5700 1.4379 0.5717
C14 -2.5075 0.1951 1.1831
O3 -3.8241 0.3340 1.4634
H1 -1.7230 -3.0529 5.1765
H2 -0.9347 -4.7681 -0.7203
H3 -1.4120 -4.4851 1.1265
H4 0.2335 -5.3387 0.7513
H5 1.8309 -2.2042 1.2483
H6 1.9096 2.0182 0.7212
H7 3.7439 3.9989 -0.4015
H8 3.0338 5.0688 -3.0037
H9 0.7036 4.1036 -4.2200
H10 -1.6451 2.5299 0.9963

Total energy, a.u.: -844.195748
HOMO energy, eV: -9.2
LUMO energy, eV: -1.8
Strongest force on any atom, eV/Å: 9.7
ΔE to the lowest compared entry with this formula, charge and spin, kcal/mol: 446.5
SMILES: C#CC1=C(B(C)O)C(=O)C(c2ccccn2)=CC1=O
Total charge: 0

Mulliken atomic charge list, values in e, 4 entries: -0.339 -0.640 0.633 0.265


This record from the Open Molecules 2025 dataset describes C14H10BrClN4OS in the gas phase. The level of theory is the ωB97M-V functional and the def2-TZVPD basis.

Element x y z (Å)
C1 -1.0980 4.5417 4.7316
C2 -0.6027 3.1786 4.5909
N1 -0.7893 2.5181 3.4914
C3 -0.0581 1.2963 3.4621
C4 0.0829 0.2402 2.4561
N2 1.2254 -0.4293 2.3143
N3 1.0679 -1.2295 1.2195
C5 -0.1406 -1.0555 0.5458
N4 -0.5154 -1.6590 -0.6939
C6 0.4584 -2.0030 -1.6119
O1 1.6252 -2.3040 -1.2365
C7 0.2898 -1.7488 -3.0868
C8 0.9017 -0.6239 -3.6481
C9 0.8766 -0.5007 -5.0711
C10 0.2634 -1.4958 -5.8616
C11 -0.3125 -2.5648 -5.2746
C12 -0.3283 -2.6614 -3.8869
Cl1 -1.0003 -4.0991 -3.0706
C13 -0.7908 -0.1508 1.3651
Br1 -2.6655 0.1733 1.2845
C14 0.6610 1.2079 4.5605
S1 0.4451 2.4513 5.7987
H1 -1.2776 4.6142 5.8688
H2 -1.9764 4.6805 4.1544
H3 -0.2762 5.1807 4.3176
H4 1.8752 -1.7684 0.8458
H5 -1.4678 -1.5635 -1.0323
H6 1.4364 0.0421 -3.0201
H7 1.3319 0.3582 -5.4754
H8 0.1344 -1.4781 -6.9159
H9 -0.6660 -3.4218 -5.8533
H10 1.2901 0.2747 4.7321

Total energy, a.u.: -4266.121168
HOMO energy, eV: -8.6
LUMO energy, eV: 0.5
Strongest force on any atom, eV/Å: 5.0
ΔE to the lowest compared entry with this formula, charge and spin, kcal/mol: 0.0
SMILES: Cc1nc(-c2n[nH]c(NC(=O)c3ccccc3Cl)c2Br)cs1
Total charge: 0

Mulliken atomic charge list, values in e, 4 entries: -0.867 0.621 -0.529 -0.008


This record from the Open Molecules 2025 dataset describes C14H10BrN3OS in the gas phase. The level of theory is the ωB97M-V functional and the def2-TZVPD basis.

Element x y z (Å)
O1 0.8796 3.6629 -1.1444
C1 0.2227 2.7734 -0.5970
C2 -1.0321 3.1150 0.2657
S1 -1.7529 1.6152 0.6895
C3 -0.3285 0.7656 0.1814
N1 -0.0722 -0.4911 0.6007
C4 -0.9516 -1.1545 1.4203
C5 -2.2091 -1.6489 0.9092
C6 -3.0470 -2.2359 1.7757
C7 -2.6327 -2.4654 3.1158
Br1 -3.7426 -3.3280 4.4064
C8 -1.3392 -2.0915 3.5329
C9 -0.4230 -1.5417 2.6911
N2 0.5462 1.4408 -0.5435
C10 1.4071 0.7673 -1.4922
C11 2.7875 1.0736 -1.5936
C12 3.4950 0.5950 -2.6528
C13 2.8404 -0.2461 -3.5684
C14 1.5458 -0.5784 -3.3547
N3 0.8386 -0.1021 -2.3477
H1 -0.6025 3.6644 1.1015
H2 -1.6410 3.9104 -0.2133
H3 -2.6367 -1.6439 -0.0502
H4 -3.9898 -2.6019 1.4151
H5 -1.1086 -2.4604 4.5997
H6 0.5346 -1.2767 3.0188
H7 3.2590 1.8335 -1.0304
H8 4.5594 0.8473 -2.6910
H9 3.3291 -0.7118 -4.4757
H10 1.2643 -1.4860 -3.9690

Total energy, a.u.: -3751.162471
HOMO energy, eV: -7.9
LUMO energy, eV: 0.3
Strongest force on any atom, eV/Å: 8.1
ΔE to the lowest compared entry with this formula, charge and spin, kcal/mol: 30.7
SMILES: O=C1CS/C(=N\c2ccc(Br)cc2)N1c1ccccn1
Total charge: 0

Mulliken atomic charge list, values in e, 4 entries: -0.614 0.422 -0.436 -0.058


This record from the Open Molecules 2025 dataset describes a molecular structure, C14H10ClF9ORu. The level of theory is the ωB97M-V functional and the def2-TZVPD basis.

Element x y z (Å)
C1 2.5660 -0.7876 0.4339
C2 3.0730 -0.0616 -0.7095
C3 2.6152 -0.7405 -1.9024
H1 3.6537 0.8253 -0.6697
C4 1.7982 -1.8579 -1.4942
C5 1.7799 -1.8924 -0.0545
H2 1.2198 -2.5523 0.5450
H3 2.6736 -0.5066 1.4407
H4 2.8337 -0.4584 -2.8965
H5 1.2779 -2.5253 -2.1364
Ru1 0.7312 0.1616 -0.8625
Cl1 0.7043 1.5034 1.2727
C6 -0.9579 1.6980 -1.5409
C7 -0.9913 0.6262 -2.5102
C8 0.2718 0.6173 -3.2108
H6 -1.7699 -0.0805 -2.6182
C9 1.0778 1.6985 -2.6985
C10 0.3175 2.3798 -1.6700
H7 0.6585 3.1693 -1.0630
H8 -1.6950 1.9088 -0.8264
H9 0.5616 -0.0878 -3.9409
H10 2.0678 1.9343 -2.9761
F1 -1.5551 2.0702 2.6648
C11 -2.2909 1.0599 2.1917
F2 -3.1995 0.7414 3.1342
F3 -2.9575 1.4980 1.0940
C12 -1.4335 -0.2354 1.8286
O1 -0.6030 -0.1219 0.7200
C13 -0.6513 -0.7534 3.1106
F4 -1.5295 -1.1154 4.0640
F5 0.0968 -1.8342 2.7784
F6 0.1645 0.1711 3.6251
C14 -2.4106 -1.3548 1.3448
F7 -3.3185 -1.6728 2.2857
F8 -3.0635 -0.9509 0.2275
F9 -1.7158 -2.4733 1.0189

Total energy, a.u.: -2068.515351
⟨S²⟩: 8.77
HOMO energy (spin up / spin down), eV: -2.6 / -3.8
LUMO energy (spin up / spin down), eV: 3.4 / 2.2
Multiplicity: 6
Strongest force on any atom, eV/Å: 3.5
ΔE to the lowest compared entry with this formula, charge and spin, kcal/mol: 16.6
Total charge: -1

Mulliken atomic charge list, values in e, 4 entries: -0.606 -0.545 -0.800 0.390